C43H49FN4O4Pb as an isolated structure, computed with wB97M-V/def2-TZVPD.

The geometry in XYZ format:
```
102
Properties=species:S:1:pos:R:3:forces:R:3
Pb -20.339 8.975 -1.786 -1.510 0.655 -0.321
C -25.703 8.225 2.606 -0.634 -0.449 -0.572
C -25.815 9.545 1.800 -0.608 -0.573 -0.653
C -25.578 10.650 2.771 -0.427 2.354 0.845
C -27.226 9.715 1.146 0.464 2.757 1.329
C -24.811 9.588 0.687 -0.239 -0.032 0.142
C -24.966 8.789 -0.470 -0.304 -1.084 0.050
C -24.116 8.944 -1.542 0.344 1.087 1.237
N -23.050 9.803 -1.435 -0.297 -0.766 -1.924
C -22.932 10.574 -0.391 -1.483 0.977 1.605
C -23.808 10.529 0.726 1.109 -0.084 -1.334
C -21.958 11.696 -0.381 0.399 -0.067 0.736
C -22.261 12.955 0.111 -1.193 0.383 1.031
C -21.320 13.972 0.189 0.369 0.450 -0.023
C -20.030 13.635 -0.282 -0.359 0.768 -1.029
C -19.734 12.325 -0.624 -1.939 0.629 0.371
N -20.720 11.386 -0.655 2.719 -0.649 -1.192
C -21.643 15.429 0.675 -2.071 -0.678 -0.964
C -22.644 15.395 1.881 -1.007 -0.640 -0.748
C -22.282 16.159 -0.564 0.071 -1.177 0.582
C -20.417 16.204 1.048 0.648 0.843 0.573
H -26.426 8.342 3.460 1.017 -0.462 -0.554
H -24.632 8.021 2.918 -1.410 0.222 -0.122
H -26.088 7.389 1.954 0.574 0.571 0.799
H -26.303 10.591 3.600 0.075 0.096 -0.425
H -25.621 11.733 2.364 -0.073 -1.796 0.403
H -24.619 10.531 3.256 0.404 0.029 0.136
H -27.920 9.832 2.014 0.143 -0.189 -0.938
H -27.507 8.914 0.520 -0.376 -0.920 -0.619
H -27.249 10.712 0.539 -0.010 -1.776 1.037
H -25.731 7.965 -0.523 0.612 1.295 0.085
H -24.393 8.516 -2.501 0.758 -0.238 0.051
H -23.611 11.250 1.527 -0.429 -0.643 -0.294
H -23.263 13.074 0.542 0.353 0.312 -0.514
H -19.389 14.464 -0.636 0.170 -0.708 1.023
H -18.731 12.056 -0.852 0.478 -0.486 -0.410
H -23.650 14.872 1.616 1.708 1.056 0.336
H -22.870 16.433 2.227 0.202 -0.898 -0.266
H -22.196 14.804 2.688 -0.125 0.312 0.089
H -23.273 15.786 -0.880 0.433 0.076 0.349
H -21.575 15.975 -1.362 -0.004 0.358 -0.526
H -22.332 17.208 -0.334 -0.114 0.506 -0.083
H -19.777 15.560 1.624 0.482 -0.053 0.616
H -20.666 17.112 1.650 0.076 -0.792 -0.406
H -19.810 16.567 0.213 -0.279 -0.162 -0.136
O -18.546 10.277 -2.746 -0.777 0.455 -0.511
C -18.803 11.065 -3.704 1.332 0.716 1.714
C -19.555 10.821 -4.854 -2.124 -2.811 -0.549
C -19.505 11.721 -5.895 0.256 0.644 -0.589
C -20.122 11.349 -7.103 0.695 1.402 0.700
C -20.826 10.175 -7.288 -1.403 -0.944 -0.365
C -20.940 9.223 -6.270 0.220 1.014 -1.365
C -20.401 9.525 -5.025 1.773 1.870 1.104
O -20.639 8.788 -4.019 -0.067 -0.248 0.207
N -19.994 12.290 -8.216 1.130 1.519 -1.466
O -19.329 13.318 -7.975 -1.294 -1.556 -0.407
O -20.439 12.003 -9.332 0.317 0.151 1.958
H -18.333 12.098 -3.605 -0.367 -1.030 -0.410
H -18.953 12.687 -5.707 -0.740 -1.155 -0.807
H -21.426 10.089 -8.235 1.044 -0.149 0.916
H -21.464 8.292 -6.413 -0.190 0.030 0.049
C -15.048 6.376 -3.908 -0.408 1.216 0.277
C -16.318 7.276 -3.994 0.354 0.244 0.023
C -16.260 7.940 -5.381 -1.006 -1.145 -1.123
C -17.560 6.495 -3.693 -1.097 0.703 -0.109
C -18.180 5.767 -4.693 0.895 -0.327 -2.113
C -19.261 4.929 -4.546 -0.046 0.291 0.160
C -19.773 4.765 -3.286 1.369 1.064 1.135
C -19.230 5.485 -2.209 0.533 1.392 -0.910
C -19.626 5.168 -0.800 0.973 0.214 -1.329
C -18.951 3.814 -0.503 0.221 -0.379 0.328
C -21.122 5.200 -0.644 -0.943 -0.684 0.392
C -18.247 6.521 -2.468 -0.213 -1.456 -0.519
N -18.255 7.633 -1.564 2.534 -0.940 2.210
C -17.448 7.719 -0.500 0.049 0.029 -1.041
C -16.115 7.105 -0.377 -0.424 -0.304 0.290
C -15.314 7.369 0.724 0.305 -0.790 -1.290
C -15.740 8.156 1.769 -2.224 0.039 0.270
C -17.027 8.769 1.692 0.460 0.807 1.053
C -17.798 8.598 0.617 -1.489 1.196 -2.190
F -18.947 9.371 0.428 2.009 -1.418 0.972
H -14.209 7.052 -3.726 0.202 -0.196 -0.443
H -14.965 5.860 -4.850 0.375 -0.319 -0.180
H -15.025 5.666 -3.104 -0.314 -0.503 0.433
H -16.246 8.057 -3.232 0.098 0.152 0.006
H -15.966 7.190 -6.177 -0.297 0.836 0.899
H -15.545 8.718 -5.398 1.068 0.694 0.075
H -17.186 8.417 -5.749 0.041 -0.339 0.492
H -17.793 5.889 -5.731 -0.054 -0.249 0.976
H -19.657 4.408 -5.395 -0.208 -0.101 -0.258
H -20.563 4.124 -3.029 -0.888 -1.068 -0.021
H -19.154 5.976 -0.230 -0.294 -0.522 0.586
H -19.476 2.974 -1.015 0.565 0.723 -0.030
H -19.034 3.563 0.548 -0.028 0.061 0.399
H -17.852 3.824 -0.739 -1.125 -0.066 -0.028
H -21.547 4.163 -0.629 0.168 1.020 -0.060
H -21.663 5.825 -1.381 0.417 -0.466 0.150
H -21.285 5.665 0.308 -0.687 -0.049 0.725
H -15.773 6.418 -1.163 -0.235 0.382 0.285
H -14.342 6.906 0.789 0.128 -0.100 -0.101
H -15.230 8.197 2.716 0.506 0.300 -0.025
H -17.381 9.474 2.442 0.185 -0.266 0.077
```
Positions in Å, forces in eV/Å.

Results
Molecular weight = 912.09 g/mol
HOMO level (spin up / spin down) = -13.5 / -12.7 eV
Net charge = +2
E = -67480.9320 eV
F_max = 0.069 Eh/bohr
Orbital gap (spin up / spin down) = 4.0626 / 2.3936 eV